Here is C8H8N2 in the gas phase in a non-equilibrium geometry from OMol25. Energies are from ωB97M-V/def2-TZVPD.

The calculation puts the relative energy (zero: lowest compared OMol25 entry of this formula, charge and spin) at 0.0 kcal per mole. Its spin multiplicity is 3. As for the HOMO energy (alpha / beta): -6.4 / -9.3 eV. The value obtained for the gap between HOMO and LUMO (alpha / beta) is 7.2 / 6.6 eV. The LUMO energy (alpha / beta) comes out at 0.783 / -2.712 eV.

Element x y z (Å)
C 1.24 1.51 -1.73
C 2.03 1.65 -0.55
C -0.02 1.07 -1.64
C 1.72 0.96 0.62
C -0.56 0.58 -0.33
C 0.56 0.13 0.62
C -1.00 -1.36 0.83
C -1.89 -2.48 1.24
N -1.46 -0.61 -0.18
N 0.25 -0.90 1.36
H 1.78 1.94 -2.65
H 2.98 2.14 -0.61
H -0.74 1.21 -2.41
H 2.34 0.99 1.45
H -1.04 1.60 0.01
H -1.55 -3.38 0.77
H -2.87 -2.36 0.86
H -1.76 -2.68 2.36

---

Here is C8H8N2O in the gas phase in a non-equilibrium geometry from OMol25. Energies are from ωB97M-V/def2-TZVPD.

The calculation puts the relative energy (zero: lowest compared OMol25 entry of this formula, charge and spin) at 0.0 kcal per mole. The structure (SMILES) is O=C1NCc2ccccc2N1. As for the HOMO energy: -8.4 eV. The value obtained for the gap between HOMO and LUMO is 9.2 eV. The LUMO energy comes out at 0.802 eV.

Element x y z (Å)
C 2.43 -0.46 -0.14
C 1.03 1.50 0.31
C -0.20 0.65 -0.02
C -1.49 1.11 -0.13
C -2.58 0.23 -0.16
C -2.35 -1.12 -0.15
C -1.07 -1.63 -0.03
C 0.00 -0.72 0.05
H 2.90 1.47 -0.57
H 0.97 2.61 -0.05
H 1.18 1.53 1.43
H -1.60 2.22 -0.14
H -3.58 0.66 -0.09
H -3.13 -1.82 -0.16
H -0.90 -2.71 -0.06
H 1.44 -2.19 0.29
N 2.13 0.86 -0.46
N 1.29 -1.19 0.17
O 3.52 -0.98 -0.11

---

Here is C8H8N2O2 in the gas phase in a non-equilibrium geometry from OMol25. Energies are from ωB97M-V/def2-TZVPD.

The calculation puts the relative energy (zero: lowest compared OMol25 entry of this formula, charge and spin) at 18.9 kcal per mole. The structure (SMILES) is COc1ccc2[nH]c(=O)[nH]c2c1. As for the HOMO energy: -7.8 eV. The value obtained for the gap between HOMO and LUMO is 8.5 eV. The LUMO energy comes out at 0.675 eV.

Element x y z (Å)
C -1.61 3.05 0.26
C -1.01 0.73 0.62
C -1.19 -0.35 1.46
C -0.50 -1.56 1.21
C 0.53 -1.64 0.23
C 2.24 -2.05 -1.24
C 0.74 -0.43 -0.59
C -0.01 0.74 -0.39
H -1.63 2.86 -0.78
H -0.72 3.73 0.36
H -2.62 3.70 0.33
H -2.10 -0.12 2.14
H -0.57 -2.47 1.78
H 1.95 -3.39 0.49
H 1.87 -0.23 -2.36
H 0.07 1.53 -1.03
N 1.56 -2.50 -0.10
N 1.66 -0.81 -1.57
O -1.74 1.86 1.02
O 3.08 -2.64 -1.84

---

- What is the relative energy (zero: lowest compared OMol25 entry of this formula, charge and spin) in the third record?
  18.9 kcal per mole